A gas-phase ion, C5H10N3 (charge +1) at a distorted geometry. Source: the OMol25 dataset; level of theory: the ωB97M-V functional and the def2-TZVPD basis.

total energy: -360.4419 Eh
HOMO-LUMO gap: 10.3620 eV
SMILES: [H]/N=C/C1=NC[N@@H+](C)C1
energy above the lowest of the compared OMol25 structures with the same formula, charge and spin: 349.6 kJ/mol
charge: +1
HOMO: -14.2 eV

Atoms and positions in Å:
C 1.581 -0.159 -0.011
C 2.863 0.625 -0.011
C 0.343 0.745 -0.186
C -0.058 -1.571 -0.014
C -2.052 -0.052 0.318
N 1.284 -1.387 0.057
N 3.819 -0.180 0.062
N -0.788 -0.162 -0.480
H 2.642 1.772 0.016
H 0.062 1.330 0.697
H 0.385 1.591 -0.970
H -0.257 -2.326 -0.785
H -0.387 -1.898 0.929
H -1.694 0.027 1.428
H -2.578 0.730 -0.099
H -2.744 -0.856 0.364
H 4.737 0.264 -0.033
H -1.127 -0.215 -1.479



A molecular structure, C4H8N4 at a distorted geometry. Source: the OMol25 dataset; level of theory: the ωB97M-V functional and the def2-TZVPD basis.

total energy: -376.0321 Eh
HOMO-LUMO gap (spin up / spin down): 6.6677 / 6.6758 eV
energy above the lowest of the compared OMol25 structures with the same formula, charge and spin: 567.9 kJ/mol
charge: 0
HOMO (spin up / spin down): -7.6 / -7.6 eV

Atoms and positions in Å:
C -1.341 -0.662 1.265
N -0.624 -0.899 0.000
C -0.647 0.247 -1.034
N -1.178 0.264 -2.114
H -0.949 -1.741 -0.474
H -0.971 0.264 1.701
H -1.180 -1.511 1.931
H -2.414 -0.550 1.089
C 0.465 1.296 -0.608
C 1.329 -0.574 0.103
N 0.261 2.035 0.430
N 2.107 -1.097 -0.693
H 0.766 2.920 0.367
H 1.823 -1.232 -1.661
H 1.092 1.589 -1.458
H 1.462 -0.348 1.156



A single C19H23N5O molecule at a distorted geometry. Source: the OMol25 dataset; level of theory: the ωB97M-V functional and the def2-TZVPD basis.

total energy: -1086.7268 Eh
HOMO-LUMO gap: 8.5627 eV
SMILES: CC[C@H](C1CC1)n1nc(C)nc(Nc2cc(C)c(C#N)cc2C)c1=O
energy above the lowest of the compared OMol25 structures with the same formula, charge and spin: 432.2 kJ/mol
charge: 0
HOMO: -8.6 eV

Atoms and positions in Å:
N -0.009 6.804 -4.717
O 0.830 -1.541 -0.602
C 0.178 5.933 -3.982
N -0.413 1.432 0.923
N 0.144 -0.157 2.695
C 0.627 -0.753 0.360
C 0.168 0.676 0.046
C -0.465 0.875 2.223
C -0.599 3.058 -1.692
C 1.554 4.188 -3.042
C 0.285 4.831 -3.076
C 0.551 2.369 -1.767
C -0.774 4.324 -2.287
C 1.645 2.963 -2.373
N 0.513 1.106 -1.173
N 0.673 -1.042 1.772
C -1.098 1.685 3.363
C -2.054 5.087 -2.112
C 3.037 2.414 -2.317
C -0.346 -4.630 2.512
C -0.358 -3.183 1.920
C 2.976 -2.005 3.927
C 2.638 -3.566 3.969
C 0.955 -2.401 2.118
C 1.568 -2.489 3.564
H -1.550 2.712 -1.185
H 2.464 4.594 -3.489
H 1.290 0.503 -1.469
H -1.393 1.034 4.191
H -1.840 2.363 3.012
H -0.369 2.387 3.802
H -2.255 5.932 -2.803
H -2.188 5.379 -1.128
H -2.863 4.503 -2.286
H 3.207 1.576 -1.628
H 3.354 2.099 -3.300
H 3.672 3.205 -1.907
H -0.051 -4.474 3.526
H -1.358 -5.045 2.524
H 0.345 -5.253 1.967
H -1.088 -2.613 2.541
H -0.754 -3.154 0.823
H 3.498 -1.470 3.180
H 3.062 -1.402 4.838
H 2.870 -4.292 3.258
H 2.547 -4.128 4.936
H 1.711 -2.861 1.384
H 0.865 -2.172 4.358



2 unconnected molecules or ions with the total composition C2H6NS at a distorted geometry. Source: the OMol25 dataset; level of theory: the ωB97M-V functional and the def2-TZVPD basis.

total energy: -532.7036 Eh
HOMO-LUMO gap: 6.3089 eV
energy above the lowest of the compared OMol25 structures with the same formula, charge and spin: 177.4 kJ/mol
charge: -1
HOMO: -2.6 eV

Atoms and positions in Å:
S -1.853 -0.244 2.984
H -2.448 -1.433 3.200
C 1.055 0.064 -1.654
C -0.158 0.312 0.376
N 0.630 -0.423 -0.341
H 0.294 0.306 -2.416
H 1.534 0.966 -1.356
H 1.975 -0.448 -2.099
H -0.152 0.006 1.482
H -0.878 0.893 -0.174



2 unconnected molecules or ions with the total composition C6H10O. Source: the OMol25 dataset; level of theory: the ωB97M-V functional and the def2-TZVPD basis.

total energy: -309.7874 Eh
HOMO-LUMO gap: 9.6154 eV
SMILES: C=CC=O.C=CC
energy above the lowest of the compared OMol25 structures with the same formula, charge and spin: 144.3 kJ/mol
charge: 0
HOMO: -9.6 eV

Atoms and positions in Å:
O 0.891 -1.484 1.534
C 1.971 -1.029 1.228
C 2.171 0.322 0.677
C 1.168 1.190 0.577
C -1.775 0.352 -0.914
C -0.817 -0.660 -1.449
C -2.311 0.323 0.300
H 2.878 -1.651 1.349
H 3.173 0.574 0.356
H 0.099 -0.186 -1.825
H 1.301 2.191 0.182
H 0.177 0.908 0.907
H -2.101 1.119 -1.609
H -1.246 -1.217 -2.290
H -0.514 -1.367 -0.674
H -3.042 1.051 0.633
H -2.022 -0.435 1.018



A molecular structure, C23H23N3S2SiTe4W. Source: the OMol25 dataset; level of theory: the ωB97M-V functional and the def2-TZVPD basis.

total energy: -3279.6417 Eh
2S+1: 3
HOMO-LUMO gap (spin up / spin down): 5.3253 / 5.6611 eV
⟨S²⟩: 2.1203
charge: 0
HOMO (spin up / spin down): -6.5 / -6.6 eV

Atoms and positions in Å:
W -0.471 -0.502 1.175
Te -2.363 -0.003 2.938
Te -2.021 -1.340 5.267
Te 0.132 -2.918 4.561
Te -0.199 -3.189 1.900
S 2.079 0.271 -2.587
C 2.992 -0.886 -1.656
C 4.175 -1.526 -2.002
C 4.754 -2.363 -1.067
C 4.166 -2.547 0.187
C 2.985 -1.917 0.526
C 2.382 -1.086 -0.414
N 1.204 -0.360 -0.246
C 0.959 0.424 -1.276
C -0.136 1.364 -1.207
C -0.456 2.211 -2.270
C -1.441 3.161 -2.079
C -2.076 3.247 -0.841
C -1.785 2.351 0.177
C -0.827 1.341 0.025
H 4.637 -1.362 -2.966
H 5.679 -2.871 -1.304
H 4.647 -3.196 0.907
H 2.515 -2.062 1.488
H 0.069 2.145 -3.216
H -1.709 3.843 -2.875
H -2.824 4.014 -0.681
H -2.336 2.434 1.109
C 0.307 2.440 3.411
Si 1.173 1.028 2.493
C 2.399 1.898 1.331
C 2.246 0.153 3.785
H 1.047 3.133 3.822
H -0.299 2.063 4.237
H -0.345 3.002 2.738
H 2.940 2.659 1.901
H 1.898 2.404 0.503
H 3.145 1.212 0.921
H 3.065 0.824 4.065
H 2.679 -0.783 3.432
H 1.672 -0.075 4.684
N 0.121 -2.952 -1.330
C -1.064 -2.280 -1.643
N -1.633 -1.435 -0.833
C -2.806 -0.924 -1.386
C -3.699 -0.065 -0.751
C -4.824 0.351 -1.434
C -5.080 -0.084 -2.736
C -4.224 -0.964 -3.369
C -3.093 -1.380 -2.678
S -1.875 -2.510 -3.168
H 0.918 -2.635 -1.871
H 0.039 -3.959 -1.395
H -3.513 0.248 0.265
H -5.523 1.020 -0.951
H -5.969 0.259 -3.248
H -4.433 -1.328 -4.366



A single C2H6O2 molecule at a distorted geometry. Source: the OMol25 dataset; level of theory: the ωB97M-V functional and the def2-TZVPD basis.

total energy: -230.1609 Eh
HOMO-LUMO gap: 11.2071 eV
SMILES: OCCO
energy above the lowest of the compared OMol25 structures with the same formula, charge and spin: 314.4 kJ/mol
charge: 0
HOMO: -10.3 eV

Atoms and positions in Å:
C 0.224 0.896 0.120
C -0.355 -0.626 0.129
H -0.405 1.649 0.799
H 1.011 0.732 0.465
H -0.669 -1.025 -0.964
H -1.255 -0.619 0.774
H 0.201 -2.199 0.852
H 0.618 1.075 -1.662
O 0.656 -1.374 0.741
O -0.025 1.492 -1.255